The following is a quantum chemistry calculation of 5 unconnected molecules or ions with the total composition C46H61F13N6O13P2S at a distorted geometry, from the Open Molecules 2025 dataset.

Structure (XYZ):
```
142
Properties=species:S:1:pos:R:3:forces:R:3
C 2.148 0.881 -9.079 -0.15 -0.63 -0.82
C 2.699 -0.619 -8.826 -1.12 -0.22 -0.36
S 3.827 -0.780 -7.358 -0.92 -0.68 -0.11
C 3.348 -2.450 -6.619 0.66 -0.52 1.25
C 3.090 -2.350 -5.026 -0.11 0.19 2.63
C 4.056 -3.107 -4.089 -2.60 1.83 1.29
C 3.891 -3.071 -2.542 -3.60 2.66 -1.06
P 5.083 -4.014 -1.420 1.04 -2.01 -0.80
N 5.573 -3.037 -0.028 -0.81 0.09 -0.99
O 4.152 -5.359 -0.842 0.67 1.79 0.10
C 2.733 -2.203 -1.976 0.13 0.37 -2.39
C 1.751 -1.388 -2.910 2.18 -1.59 -0.83
C 1.912 -1.474 -4.444 1.89 -1.00 1.78
C 0.925 -0.704 -5.435 -0.47 -0.10 0.43
C -0.011 -1.773 -6.218 -0.82 -0.24 0.20
C -0.149 -3.192 -5.483 -0.77 -0.39 0.02
C -1.247 -4.169 -6.199 0.90 0.89 0.80
N -0.709 -5.570 -6.092 -2.60 0.35 -1.48
C -1.725 -6.591 -6.403 1.71 -3.56 0.64
N -1.425 -7.860 -6.159 -0.60 3.05 -0.74
N -3.063 -6.318 -6.982 1.18 -0.22 0.41
C 0.629 -0.497 -2.168 -1.06 -0.04 -0.11
O -0.568 -0.423 -2.537 3.99 -0.11 0.98
C 1.168 0.271 -0.853 1.38 1.09 2.16
C 0.798 1.751 -0.522 1.77 -2.50 2.18
C -0.155 2.619 -1.469 1.48 0.78 -0.76
C 0.844 3.451 -2.444 1.20 1.06 -0.78
C 1.726 2.600 -3.502 -0.41 -0.16 0.29
N 0.981 4.756 -2.402 -0.51 -2.89 0.16
C 1.441 2.371 0.777 0.26 -1.50 0.11
C 1.133 3.907 1.137 1.66 0.26 0.13
C 0.779 4.153 2.676 -1.42 -1.19 0.71
O -0.162 3.501 3.199 3.19 2.11 -1.34
N 1.624 5.122 3.427 -1.93 -0.48 -0.50
C 1.245 5.101 4.874 0.35 0.17 0.32
C 1.385 6.509 2.909 -0.85 0.46 -1.21
C 2.377 1.566 1.725 -0.88 -2.20 -2.98
F 2.977 2.096 2.899 -1.79 -0.75 -2.87
C 2.750 0.068 1.393 -3.21 2.49 -1.48
P 3.872 -1.015 2.459 0.95 -0.84 -0.52
C 2.666 -2.164 3.395 -1.24 0.80 0.57
O 4.678 -0.128 3.687 -2.28 -1.10 -0.15
C 2.140 -0.544 0.085 -0.57 2.43 0.36
C 2.494 -2.052 -0.382 -0.19 -1.09 0.55
O 2.545 -3.032 0.392 -0.06 3.57 -2.53
H 2.638 1.653 -8.399 -0.70 -1.04 -1.02
H 2.346 1.105 -10.193 -0.18 0.01 1.85
H 0.996 0.897 -8.974 1.95 0.06 0.13
H 3.250 -1.025 -9.737 -0.84 0.63 1.19
H 1.772 -1.273 -8.631 1.61 0.80 -0.33
H 4.283 -3.104 -6.745 -1.50 0.81 0.18
H 2.491 -2.949 -7.181 1.02 0.91 0.79
H 4.915 -3.709 -4.529 -1.29 0.90 0.66
H 5.809 -2.081 -0.355 -0.17 -0.80 0.49
H 6.415 -3.491 0.351 -0.44 0.45 -0.39
H 4.733 -5.959 -0.327 -0.36 0.66 -0.62
H 0.194 -0.029 -4.845 1.39 -1.29 -0.63
H 1.472 0.019 -6.154 -0.59 -1.54 1.13
H 0.288 -1.947 -7.306 -0.20 0.31 1.45
H -1.078 -1.322 -6.246 1.71 -0.68 -0.08
H -0.505 -3.017 -4.398 0.82 -0.30 -1.63
H 0.823 -3.807 -5.461 -1.30 1.23 0.07
H -1.382 -3.810 -7.279 -0.17 -0.61 1.45
H -2.228 -4.168 -5.595 1.48 0.23 -1.32
H 0.112 -5.713 -6.698 -0.57 0.07 0.46
H -0.472 -7.941 -5.770 -0.55 0.27 -0.01
H -3.730 -6.869 -6.418 0.56 0.34 -0.46
H -3.063 -6.761 -7.924 0.03 0.49 0.97
H -0.803 3.378 -0.918 0.97 -1.17 -0.56
H -0.817 2.002 -2.162 1.00 0.47 1.26
H 1.023 2.210 -4.326 1.09 0.60 1.15
H 2.568 3.237 -3.966 -1.53 -0.85 0.74
H 2.233 1.688 -3.029 -0.82 1.26 -0.53
H 1.686 5.065 -3.100 -0.54 -0.37 0.50
H 2.126 4.471 0.938 -1.58 -0.83 0.23
H 0.359 4.396 0.458 0.94 -0.92 1.01
H 1.577 4.086 5.294 -0.78 1.64 -0.41
H 1.797 5.968 5.397 -0.71 -1.52 -0.80
H 0.125 5.297 4.982 1.38 -0.52 0.10
H 1.609 6.595 1.777 -0.23 -0.26 1.87
H 1.988 7.313 3.452 -0.76 -1.43 -0.61
H 0.251 6.716 3.033 1.72 0.14 -0.13
H 2.248 -1.538 4.265 0.50 -1.08 -0.95
H 1.754 -2.461 2.753 1.70 0.54 0.83
H 3.161 -3.114 3.786 -0.45 1.46 -0.63
H 4.154 -0.266 4.512 0.58 0.57 -0.60
C -3.152 4.585 4.749 -0.20 -0.02 0.40
C -3.082 5.885 3.971 0.59 -0.62 -0.07
O -4.294 6.644 4.118 -0.60 0.82 0.59
C -4.449 7.284 5.294 1.69 -1.07 -0.32
O -3.648 7.251 6.195 -0.96 0.42 -0.43
C -5.753 8.075 5.312 -1.73 0.98 0.17
F -6.809 7.338 4.907 0.62 -0.06 0.08
F -5.699 9.150 4.496 0.39 -0.48 0.16
F -6.060 8.540 6.536 0.57 -0.43 -0.43
H -4.031 4.009 4.451 0.14 0.03 -0.15
H -2.257 3.984 4.581 -0.05 0.06 -0.12
H -3.244 4.768 5.823 0.12 0.07 -0.11
H -2.976 5.664 2.907 -0.29 0.24 0.10
H -2.215 6.487 4.262 -0.24 0.05 0.16
C -4.485 0.024 -1.081 0.32 0.28 -0.02
C -5.663 0.583 -0.305 -0.11 -0.70 -0.52
O -5.246 1.631 0.586 0.19 1.16 0.20
C -4.980 2.821 0.012 -0.64 -1.54 -1.21
O -5.072 3.040 -1.170 0.22 0.40 1.06
C -4.581 3.851 1.064 0.60 1.34 1.24
F -3.635 3.386 1.906 -0.32 -0.22 -0.52
F -5.629 4.221 1.831 0.08 -0.41 -0.44
F -4.087 4.981 0.525 -0.30 -0.72 -0.19
H -3.702 -0.312 -0.397 -0.14 -0.10 -0.02
H -4.797 -0.814 -1.706 -0.03 0.03 0.09
H -4.037 0.783 -1.727 -0.15 -0.09 0.00
H -6.094 -0.205 0.317 0.10 0.33 0.21
H -6.457 0.938 -0.969 0.20 0.19 0.09
C -7.903 2.157 5.684 -0.19 -0.33 0.16
C -6.492 1.920 5.180 -0.44 0.64 -0.28
O -5.875 0.821 5.871 0.19 -1.11 0.05
C -6.281 -0.410 5.499 -0.78 1.59 -0.95
O -7.108 -0.622 4.648 0.76 -0.39 0.73
C -5.532 -1.486 6.279 0.85 -1.49 1.08
F -5.528 -1.251 7.608 -0.21 0.26 -0.55
F -4.239 -1.571 5.900 -0.50 0.36 -0.16
F -6.062 -2.711 6.111 -0.07 0.80 -0.24
H -7.903 2.305 6.766 0.07 0.14 -0.10
H -8.342 3.033 5.204 0.10 -0.01 0.03
H -8.548 1.298 5.483 0.09 0.12 -0.11
H -5.882 2.803 5.385 0.15 -0.34 0.15
H -6.467 1.757 4.099 -0.02 -0.22 0.16
C 6.092 -5.449 5.825 0.29 -0.30 -0.03
C 5.253 -5.241 4.578 -0.28 0.26 0.72
O 5.957 -5.670 3.402 0.28 -0.82 -0.76
C 6.025 -7.002 3.210 -1.08 0.68 1.65
O 5.542 -7.820 3.950 0.58 0.24 -0.99
C 6.767 -7.323 1.917 1.30 -0.69 -1.38
F 7.938 -6.660 1.815 -0.57 -0.01 0.35
F 6.043 -6.992 0.822 -0.08 0.03 0.51
F 7.062 -8.629 1.796 -0.45 0.63 0.46
H 7.058 -4.947 5.724 -0.15 0.11 0.02
H 5.578 -5.061 6.706 0.00 0.03 -0.09
H 6.303 -6.508 5.992 -0.16 0.10 0.00
H 5.051 -4.175 4.452 0.21 -0.16 -0.33
H 4.285 -5.745 4.650 0.22 -0.15 -0.12
```
Positions in Å, forces in eV/Å.

Computed properties:
HOMO level (eV): -7.77
Calculated total energy (eV): -148978.937
E_LUMO (Ha): -0.048

Here are the Löwdin charges for atoms 1 to 99, given in e:
1 C -0.17
2 C -0.54
3 S 0.79
4 C -0.42
5 C -0.16
6 C -0.01
7 C -0.26
8 P 0.85
9 N -0.21
10 O -0.34
11 C -0.02
12 C 0.01
13 C -0.07
14 C -0.15
15 C -0.19
16 C -0.18
17 C -0.21
18 N -0.03
19 C -0.45
20 N 0.08
21 N 0.04
22 C -0.25
23 O 0.03
24 C 0.00
25 C -0.04
26 C -0.08
27 C -0.34
28 C -0.04
29 N 0.09
30 C -0.02
31 C -0.06
32 C -0.37
33 O 0.03
34 N -0.18
35 C -0.09
36 C -0.10
37 C -0.08
38 F -0.01
39 C -0.20
40 P 0.90
41 C -0.27
42 O -0.35
43 C -0.03
44 C -0.28
45 O 0.02
46 H 0.07
47 H 0.08
48 H 0.08
49 H 0.07
50 H 0.05
51 H 0.07
52 H 0.08
53 H 0.10
54 H 0.04
55 H 0.02
56 H 0.00
57 H 0.10
58 H 0.09
59 H 0.08
60 H 0.13
61 H 0.12
62 H 0.10
63 H 0.12
64 H 0.12
65 H 0.12
66 H 0.04
67 H 0.08
68 H 0.09
69 H 0.11
70 H 0.11
71 H 0.08
72 H 0.09
73 H 0.07
74 H 0.05
75 H 0.13
76 H 0.11
77 H 0.11
78 H 0.10
79 H 0.08
80 H 0.10
81 H 0.10
82 H 0.10
83 H 0.05
84 H 0.06
85 H 0.03
86 H 0.04
87 C -0.06
88 C -0.20
89 O 0.03
90 C -0.37
91 O 0.16
92 C -0.51
93 F 0.15
94 F 0.16
95 F 0.16
96 H 0.06
97 H 0.07
98 H 0.08
99 H 0.11